Record 1
Molecular formula: C24H42I2O18
Method: DFT, ωB97M-V/def2-TZVPD

As for the lowest unoccupied orbital energy: 0.14 eV. Its HOMO energy is -9.973 eV. Its calculated total energy is -78626.0996 eV. Its maximum force is 0.4 eV/Å. Its HOMO-LUMO gap is 10.12 eV. Its SMILES is C[C@@H](I)C[C@H]1COC(=O)[C@H]1CC(=O)I.COC(=O)OC.COC(=O)OC.COC(=O)OC.COC(=O)OC.COC(=O)OC.

Positions of all 86 atoms, in Å:
1 C -0.50 -6.30 -3.17
2 C 0.31 -5.06 -2.76
3 I 0.82 -3.91 -4.51
4 C -0.41 -4.22 -1.72
5 C 0.37 -3.00 -1.21
6 C -0.13 -1.69 -1.83
7 O -1.37 -1.41 -1.12
8 C -1.37 -2.09 0.06
9 O -2.35 -2.21 0.73
10 C 0.01 -2.66 0.25
11 C 0.13 -3.73 1.32
12 C 0.28 -3.14 2.70
13 O 0.50 -2.02 2.96
14 I 0.12 -4.61 4.27
15 H -1.21 -6.54 -2.38
16 H 0.16 -7.15 -3.31
17 H -1.06 -6.14 -4.08
18 H 1.28 -5.36 -2.37
19 H -1.37 -3.89 -2.12
20 H -0.63 -4.90 -0.89
21 H 1.44 -3.16 -1.30
22 H -0.37 -1.75 -2.89
23 H 0.57 -0.87 -1.64
24 H 0.63 -1.80 0.53
25 H -0.72 -4.41 1.34
26 H 1.02 -4.35 1.15
27 C 2.04 4.31 6.48
28 O 2.66 3.35 5.61
29 C 2.00 2.20 5.51
30 O 0.97 1.93 6.08
31 O 2.67 1.40 4.69
32 C 2.06 0.12 4.48
33 H 2.69 5.19 6.46
34 H 1.05 4.57 6.12
35 H 1.97 3.93 7.49
36 H 1.07 0.23 4.04
37 H 1.99 -0.42 5.42
38 H 2.71 -0.40 3.79
39 C 5.43 10.19 6.63
40 O 6.06 9.25 5.75
41 C 5.43 8.09 5.63
42 O 4.40 7.79 6.19
43 O 6.11 7.31 4.79
44 C 5.52 6.03 4.58
45 H 6.06 11.07 6.61
46 H 4.43 10.43 6.27
47 H 5.36 9.78 7.63
48 H 4.53 6.13 4.15
49 H 5.45 5.48 5.52
50 H 6.18 5.50 3.89
51 C 6.77 -3.65 -9.11
52 O 5.83 -2.58 -8.97
53 C 5.00 -2.72 -7.94
54 O 4.98 -3.63 -7.16
55 O 4.18 -1.66 -7.92
56 C 3.23 -1.68 -6.86
57 H 7.37 -3.40 -9.98
58 H 7.39 -3.74 -8.23
59 H 6.24 -4.60 -9.28
60 H 3.73 -1.69 -5.89
61 H 2.58 -2.55 -6.94
62 H 2.64 -0.77 -6.97
63 C -9.07 -0.76 2.66
64 O -8.55 -1.26 1.43
65 C -7.22 -1.20 1.33
66 O -6.48 -0.76 2.17
67 O -6.86 -1.70 0.15
68 C -5.44 -1.69 -0.10
69 H -10.15 -0.88 2.59
70 H -8.68 -1.32 3.50
71 H -8.81 0.29 2.78
72 H -4.92 -2.30 0.64
73 H -5.06 -0.68 -0.07
74 H -5.32 -2.11 -1.09
75 C -7.01 2.19 -3.43
76 O -5.67 2.63 -3.16
77 C -4.86 1.67 -2.73
78 O -5.16 0.52 -2.57
79 O -3.66 2.21 -2.50
80 C -2.69 1.27 -2.01
81 H -7.54 3.08 -3.77
82 H -7.01 1.43 -4.21
83 H -7.47 1.79 -2.53
84 H -2.54 0.46 -2.72
85 H -3.01 0.86 -1.05
86 H -1.77 1.84 -1.88

=====

Record 2
Molecular formula: C4H5NO2S
Method: DFT, ωB97M-V/def2-TZVPD

As for the lowest unoccupied orbital energy: -0.06 eV. Its HOMO energy is -9.293 eV. As for the energy above the lowest of the compared OMol25 structures with the same formula, charge and spin: 55.2 kcal/mol. Its calculated total energy is -20647.7865 eV. Its maximum force is 6.2 eV/Å. Its HOMO-LUMO gap is 9.24 eV. Its SMILES is O=C1NC[C@@H](S)C1=O.

Positions of all 13 atoms, in Å:
1 O 2.68 -0.59 0.28
2 C 1.53 -0.29 0.04
3 N 1.01 0.31 -1.04
4 C -0.47 0.76 -0.84
5 C -0.79 0.29 0.48
6 S -2.39 -0.54 0.36
7 C 0.35 -0.69 1.01
8 O 0.60 -1.50 1.89
9 H 1.57 0.14 -1.92
10 H -0.49 1.91 -0.98
11 H -0.91 0.36 -1.71
12 H -0.64 1.23 1.11
13 H -2.06 -1.39 1.29

=====

Record 3
Molecular formula: C13H11F6N4O2OsS2Sb
Method: DFT, ωB97M-V/def2-TZVPD

As for the lowest unoccupied orbital energy (alpha / beta): -9.91 / -12.82 eV. Its HOMO energy (alpha / beta) is -17.980 / -18.328 eV. The total charge is +3. As for the expectation value of S²: 8.82. Its multiplicity is 6. As for the energy above the lowest of the compared OMol25 structures with the same formula, charge and spin: 20.1 kcal/mol. Its calculated total energy is -70667.7500 eV. Its maximum force is 2.5 eV/Å. Its HOMO-LUMO gap (alpha / beta) is 8.07 / 5.51 eV.

Positions of all 40 atoms, in Å:
1 Os 0.42 -0.25 0.76
2 N -1.19 2.55 -0.45
3 C -0.62 2.64 0.73
4 N 0.06 1.66 1.32
5 C 0.44 1.99 2.62
6 C 0.12 3.29 2.97
7 S -0.70 4.11 1.73
8 C 0.94 0.91 3.40
9 C 1.39 0.89 4.72
10 S 1.74 -0.68 5.23
11 C 1.25 -1.31 3.63
12 N 0.88 -0.33 2.81
13 N 1.25 -2.59 3.37
14 H -1.18 1.68 -0.98
15 H -1.73 3.32 -0.83
16 H 0.33 3.78 3.90
17 H 1.52 1.73 5.37
18 H 1.55 -3.27 4.05
19 H 0.93 -2.96 2.47
20 F -1.76 -1.16 1.75
21 Sb -2.01 -2.55 0.26
22 F 0.32 -2.24 0.49
23 F -1.65 -3.75 1.70
24 F -1.43 -3.73 -1.08
25 F -3.81 -2.12 -0.02
26 F -1.54 -0.88 -0.77
27 O 1.01 0.15 -1.25
28 C 2.27 0.28 -1.12
29 O 2.74 0.36 0.03
30 C 3.15 0.34 -2.33
31 C 2.81 -0.30 -3.53
32 C 3.66 -0.22 -4.63
33 C 4.77 0.61 -4.63
34 C 5.11 1.23 -3.43
35 C 4.29 1.15 -2.31
36 H 1.86 -0.80 -3.61
37 H 3.49 -0.86 -5.49
38 H 5.40 0.70 -5.50
39 H 6.07 1.72 -3.35
40 H 4.49 1.73 -1.42

=====

Record 4
Molecular formula: C4H6N2O
Method: DFT, ωB97M-V/def2-TZVPD

As for the lowest unoccupied orbital energy: 0.17 eV. Its HOMO energy is -9.520 eV. As for the energy above the lowest of the compared OMol25 structures with the same formula, charge and spin: 45.7 kcal/mol. Its calculated total energy is -9271.5187 eV. Its maximum force is 4.6 eV/Å. Its HOMO-LUMO gap is 9.69 eV. Its SMILES is [H]/N=C1\NCCC1=O.

Positions of all 13 atoms, in Å:
1 H 2.57 -1.65 -0.07
2 N 2.33 -0.64 0.11
3 C 1.07 -0.43 0.05
4 N -0.11 -1.22 0.13
5 C -1.25 -0.35 -0.20
6 C -0.92 1.04 0.26
7 C 0.62 0.97 -0.03
8 O 1.34 1.93 -0.16
9 H -0.11 -2.09 -0.34
10 H -1.34 -0.14 -1.25
11 H -2.18 -0.78 0.23
12 H -1.23 2.03 -0.08
13 H -0.80 1.33 1.36

=====

Record 5
Molecular formula: C19H20BrN5O
Method: DFT, ωB97M-V/def2-TZVPD

As for the lowest unoccupied orbital energy: 0.61 eV. Its HOMO energy is -7.884 eV. Its calculated total energy is -99568.9442 eV. Its maximum force is 1.0 eV/Å. Its HOMO-LUMO gap is 8.49 eV. Its SMILES is CCOc1ccc([C@@H]2C[C@H](c3ccc(Br)cc3)Nc3nc(N)nn32)cc1.

Positions of all 46 atoms, in Å:
1 C -4.10 0.85 -1.61
2 C -3.32 0.95 -2.92
3 O -2.28 0.00 -3.02
4 C -1.09 0.23 -2.40
5 C -0.77 1.33 -1.62
6 C 0.49 1.45 -1.06
7 C 1.46 0.49 -1.26
8 C 2.85 0.63 -0.66
9 C 3.36 -0.64 0.04
10 C 2.65 -0.86 1.39
11 C 1.18 -1.17 1.20
12 C 0.19 -0.26 1.54
13 C -1.15 -0.56 1.33
14 C -1.48 -1.78 0.78
15 Br -3.31 -2.21 0.49
16 C -0.51 -2.71 0.45
17 C 0.81 -2.40 0.67
18 N 2.93 0.28 2.23
19 C 2.89 1.51 1.65
20 N 2.92 2.68 2.27
21 C 2.98 3.57 1.24
22 N 3.10 4.91 1.45
23 N 2.97 3.01 0.04
24 N 2.92 1.68 0.32
25 C 1.15 -0.60 -2.07
26 C -0.10 -0.73 -2.62
27 H -4.50 -0.15 -1.50
28 H -3.45 1.05 -0.76
29 H -4.91 1.57 -1.61
30 H -3.99 0.71 -3.75
31 H -2.93 1.97 -3.07
32 H -1.49 2.12 -1.44
33 H 0.71 2.33 -0.47
34 H 3.55 0.89 -1.47
35 H 4.43 -0.53 0.24
36 H 3.22 -1.51 -0.60
37 H 3.12 -1.74 1.88
38 H 0.45 0.70 1.97
39 H -1.91 0.15 1.59
40 H -0.79 -3.66 0.03
41 H 1.58 -3.12 0.42
42 H 2.65 0.24 3.19
43 H 2.84 5.48 0.67
44 H 2.78 5.21 2.35
45 H 1.90 -1.35 -2.29
46 H -0.35 -1.58 -3.25

=====

Record 6
Molecular formula: C20H18AuCl8GeN3P
Method: DFT, ωB97M-V/def2-TZVPD

As for the lowest unoccupied orbital energy (alpha / beta): -6.86 / -9.95 eV. Its HOMO energy (alpha / beta) is -13.332 / -14.560 eV. The total charge is +2. As for the expectation value of S²: 3.78. Its multiplicity is 4. As for the energy above the lowest of the compared OMol25 structures with the same formula, charge and spin: 0.0 kcal/mol. Its calculated total energy is -195164.4878 eV. Its maximum force is 0.3 eV/Å. Its HOMO-LUMO gap (alpha / beta) is 6.47 / 4.61 eV.

Positions of all 52 atoms, in Å:
1 Au -0.22 -0.28 0.13
2 C 5.15 -2.83 0.36
3 C 3.93 -3.03 0.99
4 C 2.97 -2.04 0.96
5 C 3.24 -0.84 0.30
6 C 4.47 -0.63 -0.33
7 C 5.41 -1.63 -0.30
8 N 2.21 0.13 0.30
9 N 2.52 1.28 -0.06
10 C 1.48 2.23 -0.01
11 C 1.87 3.56 -0.03
12 C 0.90 4.54 0.12
13 C -0.42 4.15 0.27
14 C -0.73 2.80 0.24
15 N 0.20 1.85 0.08
16 H 5.91 -3.60 0.38
17 H 3.75 -3.95 1.53
18 H 2.03 -2.16 1.48
19 H 4.66 0.31 -0.84
20 H 6.37 -1.48 -0.79
21 H 2.92 3.79 -0.12
22 H 1.18 5.58 0.14
23 H -1.21 4.87 0.41
24 H -1.75 2.46 0.35
25 C -3.94 0.42 0.19
26 P -2.57 -0.17 -0.83
27 C -3.11 -1.78 -1.46
28 C -2.51 0.90 -2.30
29 H -4.86 0.41 -0.41
30 H -3.77 1.44 0.54
31 H -4.07 -0.23 1.05
32 H -4.03 -1.64 -2.03
33 H -3.30 -2.46 -0.64
34 H -2.35 -2.20 -2.12
35 H -3.46 0.84 -2.83
36 H -1.71 0.57 -2.96
37 H -2.32 1.93 -2.02
38 Cl -1.79 0.90 3.64
39 Ge 0.13 0.20 2.97
40 Cl 1.56 1.74 3.38
41 Cl 0.72 -1.57 4.03
42 Cl -2.02 -2.44 2.04
43 C -0.92 -3.16 0.93
44 C -0.24 -2.36 0.03
45 C 0.56 -3.02 -0.97
46 Cl 1.22 -2.06 -2.20
47 C 0.80 -4.39 -0.97
48 Cl 1.81 -5.12 -2.13
49 C 0.17 -5.16 0.01
50 Cl 0.41 -6.81 0.08
51 C -0.73 -4.54 0.96
52 Cl -1.51 -5.51 2.09